Here is 2 unconnected molecules or ions with the total composition C4H13N3O from OMol25. Energies are from ωB97M-V/def2-TZVPD.

Calculated values
Frontier orbital gap ... 9.61 eV
LUMO ... 0.9 eV
Total charge ... 0
Relative energy (zero: lowest compared OMol25 entry of this formula, charge and spin) ... 215.6 kJ/mol

Last column: Mulliken charge in e.
Element x y z (Å)
C: 1.6419 1.6260 -1.2235  -0.109
C: 2.0258 0.6969 -0.3680  -0.300
N: 1.8583 0.8604 1.0429  -0.620
N: 1.8217 1.4701 -2.6335  -0.570
H: 1.1905 2.5458 -0.8590  0.308
H: 2.4622 -0.2332 -0.7320  0.268
H: 2.7044 0.5892 1.5284  0.263
H: 1.1303 0.2435 1.3897  0.267
H: 2.7222 1.8321 -2.9259  0.224
H: 1.1129 1.9781 -3.1449  0.251
C: -1.5284 -1.3840 1.5274  -0.498
O: -0.2523 -1.9737 1.7611  -0.525
C: -1.5881 -0.9879 0.0682  0.040
N: -2.8873 -0.3761 -0.2117  -0.642
H: -2.3405 -2.0814 1.7438  0.380
H: -1.6525 -0.4946 2.1566  0.249
H: -0.2481 -2.3570 2.6426  0.295
H: -0.7390 -0.3319 -0.1488  -0.072
H: -1.4790 -1.8828 -0.5435  0.324
H: -3.0397 -0.3124 -1.2105  0.238
H: -2.9153 0.5731 0.1405  0.228

Here is 2 unconnected molecules or ions with the total composition C4H10O2 from OMol25. Energies are from ωB97M-V/def2-TZVPD.

Calculated values
Frontier orbital gap ... 8.37 eV
LUMO ... 0.6 eV
Total charge ... 0
Relative energy (zero: lowest compared OMol25 entry of this formula, charge and spin) ... 437.3 kJ/mol

Last column: Mulliken charge in e.
Element x y z (Å)
C: 0.2744 -2.0305 -0.7564  -1.069
C: 0.9673 -1.1125 0.2535  -0.186
C: 1.3263 0.2930 -0.1399  -0.581
O: -0.4394 1.0499 -0.4496  -0.421
C: -0.8377 1.5438 0.8386  -0.232
O: -1.6293 2.6723 0.7113  -0.521
H: 0.1636 -3.0525 -0.3738  0.341
H: -0.7225 -1.6512 -1.0074  0.247
H: 0.8542 -2.0791 -1.6860  0.304
H: 0.4404 -1.1304 1.2189  0.257
H: 1.9711 -1.5118 0.4870  0.366
H: 1.5118 0.2533 -1.2358  0.156
H: -0.1037 1.8268 -0.9250  0.386
H: 0.0626 1.8170 1.3914  0.357
H: -1.3498 0.7016 1.3149  0.253
H: -2.4893 2.4104 0.3581  0.343

Here is a molecular structure, CH3BrO3S in a non-equilibrium geometry from OMol25. Energies are from ωB97M-V/def2-TZVPD.

Calculated values
Frontier orbital gap ... 9.50 eV
LUMO ... -1.5 eV
Total charge ... 0
Relative energy (zero: lowest compared OMol25 entry of this formula, charge and spin) ... 81.0 kJ/mol

Last column: Mulliken charge in e.
Element x y z (Å)
C: 1.0786 0.4541 0.0868  -0.933
O: -2.3659 0.2656 -0.9696  -0.452
O: -0.5628 -1.4754 -0.9710  -0.469
O: -0.1342 0.8909 -0.4278  -0.167
S: -1.1698 -0.2578 -0.4624  0.985
Br: -1.4567 -0.6526 1.9512  -0.140
H: 1.2652 0.4023 1.1818  0.360
H: 2.0304 0.8833 -0.2279  0.361
H: 1.3152 -0.5103 -0.1613  0.456

Here is a molecular structure, C17H19N3OS4 from OMol25. Energies are from ωB97M-V/def2-TZVPD.

Calculated values
Frontier orbital gap ... 7.33 eV
LUMO ... -0.3 eV
Total charge ... 0
Relative energy (zero: lowest compared OMol25 entry of this formula, charge and spin) ... 10.0 kJ/mol

Last column: Mulliken charge in e.
Element x y z (Å)
N: -3.7561 0.2149 0.9320  -0.280
C: -2.6719 0.8479 1.3961  -0.185
C: -2.7217 1.9902 2.1947  -0.273
C: -3.9640 2.5595 2.6326  1.566
O: -5.0425 2.0437 2.2959  -0.911
C: -4.0120 3.7391 3.4865  0.125
C: -3.0790 4.6035 3.9983  -0.363
C: -3.6524 5.6212 4.7794  -0.661
C: -5.0095 5.5218 4.8533  -0.358
S: -5.6196 4.1909 3.9710  -0.097
H: -5.6872 6.1635 5.3812  0.434
H: -3.0811 6.3927 5.2644  0.401
H: -2.0225 4.5264 3.8240  0.392
S: -1.1005 2.5945 2.6187  -0.473
C: -0.3661 1.3150 1.7284  -0.005
N: 0.8972 1.0389 1.5376  -0.653
S: 1.0436 -0.2980 0.6078  0.163
C: -0.6712 -0.5495 0.4285  1.127
C: -1.3259 0.4513 1.1216  -0.253
S: -1.3958 -1.8560 -0.4507  -0.209
C: 0.0728 -2.6876 -1.1240  -1.134
H: -0.2859 -3.6638 -1.4466  0.441
H: 0.7833 -2.8114 -0.3057  0.558
C: 0.7268 -1.8993 -2.2614  -0.973
N: 2.1608 -2.0783 -2.2085  0.433
C: 2.5823 -3.3635 -2.7377  -0.701
C: 4.0584 -3.5967 -2.4330  -0.753
C: 4.8993 -2.4812 -3.0425  -0.730
C: 4.3860 -1.1406 -2.5300  -0.636
C: 2.8990 -0.9970 -2.8365  -0.789
H: 2.5329 -0.0504 -2.4312  0.413
H: 2.7461 -0.9867 -3.9314  0.294
H: 4.5255 -1.0865 -1.4495  0.263
H: 4.9326 -0.3169 -2.9912  0.363
H: 5.9503 -2.6113 -2.7801  0.318
H: 4.8165 -2.5135 -4.1318  0.329
H: 4.1960 -3.6035 -1.3508  0.294
H: 4.3620 -4.5681 -2.8266  0.366
H: 1.9827 -4.1464 -2.2681  0.399
H: 2.4175 -3.4156 -3.8304  0.363
H: 0.2911 -2.2032 -3.2288  0.309
H: 0.5182 -0.8348 -2.1275  0.689
H: -3.6689 -0.6459 0.4227  0.100
H: -4.6474 0.5908 1.2493  0.300

Here is a gas-phase ion, C7H13BNO2 (charge +1) in a non-equilibrium geometry from OMol25. Energies are from ωB97M-V/def2-TZVPD.

Calculated values
Frontier orbital gap ... 8.85 eV
LUMO ... -3.8 eV
Total charge ... +1
Relative energy (zero: lowest compared OMol25 entry of this formula, charge and spin) ... 0.0 kJ/mol

Last column: Mulliken charge in e.
Element x y z (Å)
B: -0.2437 0.2466 -0.0919  0.456
C: -2.5263 -0.5975 -0.5931  -0.156
C: -2.8241 0.5397 -1.4545  0.098
C: -1.4686 -0.6291 0.2289  -0.550
C: 1.9693 0.4961 1.4142  1.066
C: -3.8997 0.6849 -2.1667  -0.778
C: 3.3524 -0.0396 1.7394  -1.386
C: 1.7278 -1.3674 -0.0641  -1.244
N: 1.2053 -0.1555 0.6226  -0.064
O: 1.5009 1.5430 2.1036  -0.470
O: -0.1664 1.1518 -1.0117  -0.570
H: -3.3482 -1.3131 -0.6430  0.355
H: -2.2821 1.4689 -1.1876  0.221
H: -4.0872 1.5596 -2.7315  0.305
H: -4.5503 -0.1840 -2.4008  0.231
H: 3.3469 -1.1445 1.9008  0.361
H: 3.6935 0.4454 2.6550  0.356
H: 3.8792 0.1986 0.9025  0.439
H: 2.7219 -1.2208 -0.3463  0.556
H: 1.6737 -2.1976 0.6014  0.394
H: 1.0638 -1.4964 -1.0335  0.316
H: -1.6520 -1.4403 0.9629  0.362
H: 0.5168 1.6227 1.8750  0.349
H: 0.3971 1.8284 -1.2817  0.352

Here is a gas-phase ion, C6H14NO (charge +1) in a non-equilibrium geometry from OMol25. Energies are from ωB97M-V/def2-TZVPD.

Calculated values
Frontier orbital gap ... 9.20 eV
LUMO ... -3.4 eV
Total charge ... +1
Relative energy (zero: lowest compared OMol25 entry of this formula, charge and spin) ... 224.6 kJ/mol

Last column: Mulliken charge in e.
Element x y z (Å)
C: 1.3054 -1.3930 -0.0790  -0.560
O: 1.4680 -2.8074 0.3221  -0.566
C: 0.0442 -0.9722 0.7995  -0.152
C: -0.0535 0.5776 0.7763  -0.661
C: -0.8467 1.0714 -0.3977  -0.409
C: -0.4403 2.1574 -1.1075  -0.144
C: -1.3311 2.4144 -2.2489  -1.239
N: 0.1412 -1.4895 2.2189  -0.261
H: 1.0097 -1.6077 -1.1064  0.341
H: 2.2472 -0.8287 0.0989  0.359
H: 2.1694 -3.2601 -0.1070  0.303
H: -0.8288 -1.4976 0.3255  0.439
H: -0.2417 0.9845 1.7634  0.436
H: 1.0402 0.8926 0.8089  0.355
H: -1.8366 0.6514 -0.6920  0.289
H: 0.4225 2.8178 -0.9517  0.385
H: -1.8955 1.5468 -2.8454  0.302
H: -2.1656 3.0902 -2.0911  0.309
H: -0.7246 2.6339 -3.0847  0.394
H: -0.8428 -1.7157 2.5505  0.379
H: 0.6801 -0.9084 2.8477  0.351
H: 0.6792 -2.3577 2.1996  0.349